# C30H25AsGeN2OsS2

C30H25AsGeN2OsS2 as an isolated structure in a non-equilibrium geometry (ωB97M-V/def2-TZVPD, the OMol25 dataset).

Last column: Löwdin charge in e.
CARTESIAN COORDINATES (ANGSTROEM)
Os 0.185 0.259 -0.159  0.50
S -1.368 -1.364 -0.656  0.59
C -2.883 -0.534 -0.357  -0.67
C -4.054 -1.283 -0.225  -0.05
C -5.272 -0.665 -0.016  -0.19
C -6.461 -1.458 0.141  -0.18
N -7.404 -2.101 0.273  0.17
C -5.336 0.740 0.049  -0.19
C -4.176 1.480 -0.088  -0.05
C -2.944 0.853 -0.284  -0.68
S -1.508 1.828 -0.475  0.58
C -6.589 1.412 0.266  -0.18
N -7.576 1.973 0.441  0.17
H -4.003 -2.363 -0.287  0.12
H -4.218 2.561 -0.041  0.12
C 0.226 3.531 2.341  -0.23
Ge 0.997 1.749 2.608  0.71
C 2.806 1.753 1.845  -0.24
C 1.070 1.395 4.531  -0.22
C -0.008 0.325 1.688  -0.45
H 0.882 4.269 2.804  0.02
H -0.759 3.598 2.803  0.02
H 0.123 3.757 1.281  0.00
H 3.497 2.354 2.436  0.03
H 2.786 2.167 0.832  0.00
H 3.194 0.734 1.792  0.00
H 1.620 2.202 5.016  0.02
H 1.570 0.451 4.747  0.02
H 0.066 1.361 4.955  0.02
H -0.940 0.008 2.162  0.00
C 2.058 -2.349 -5.158  -0.08
C 2.806 -2.985 -4.176  -0.08
C 2.959 -2.399 -2.929  -0.09
C 2.349 -1.180 -2.659  -0.38
C 1.596 -0.546 -3.641  -0.13
C 1.458 -1.127 -4.894  -0.08
As 2.492 -0.317 -0.924  1.21
C 4.336 0.273 -1.005  -0.30
C 4.833 1.328 -1.750  -0.08
C 6.201 1.566 -1.758  -0.08
C 7.049 0.748 -1.023  -0.07
C 6.543 -0.308 -0.279  -0.01
C 5.176 -0.559 -0.264  -0.19
C 4.504 -1.662 0.453  -0.21
C 5.100 -2.569 1.323  -0.02
C 4.323 -3.529 1.951  -0.07
C 2.951 -3.590 1.731  -0.07
C 2.348 -2.689 0.864  -0.09
C 3.132 -1.744 0.222  -0.34
H 1.939 -2.811 -6.129  0.10
H 3.270 -3.941 -4.383  0.11
H 3.547 -2.892 -2.164  0.10
H 1.112 0.402 -3.430  0.09
H 0.880 -0.628 -5.661  0.11
H 4.164 1.957 -2.323  0.11
H 6.603 2.385 -2.340  0.11
H 8.115 0.932 -1.037  0.11
H 7.220 -0.944 0.277  0.11
H 6.163 -2.521 1.523  0.11
H 4.788 -4.228 2.635  0.11
H 2.348 -4.326 2.248  0.11
H 1.278 -2.706 0.696  0.08

Cartesian forces (eV/Å) of the 6 atoms listed first:
Os -1.806 1.279 1.773
S 0.933 0.789 0.136
C -0.166 -0.245 -0.119
C 0.022 -0.085 -0.049
C -0.071 0.033 0.008
C 0.091 0.039 -0.005

Calculated values
- Electronic energy: -175986.656 eV
- Strongest force on any atom: 2.84 eV Å⁻¹
- Energy relative to the best compared isomer or geometry (same formula, charge and spin): 133.94 kJ/mol
- Gap between HOMO and LUMO (spin up / spin down): 6.36 / 6.35 eV